Entry from OMol25: a 9-piece molecular cluster, C36H93ClN5O20 overall in a non-equilibrium geometry (the ωB97M-V functional and the def2-TZVPD basis).

```
155
Properties=species:S:1:pos:R:3:mulliken_charge:R:1
Cl 0.7317 16.3585 29.7174 1.439
O -0.5802 16.3001 29.0539 -0.482
O 1.3636 15.0633 29.7906 -0.395
O 1.5917 17.2375 29.0290 -1.113
O 0.5797 16.7982 31.0754 -0.602
C 3.7639 24.7242 28.6984 -0.854
O 3.0596 23.5027 28.8666 -0.256
C 1.6486 23.6730 28.8188 -0.955
C 0.8347 22.4269 29.2478 -0.167
N 1.2180 21.9306 30.5732 0.168
C 0.7711 20.5763 30.8928 -0.013
C 1.5810 20.1359 32.1393 -0.629
O 2.9270 20.5508 32.2810 -0.489
C 3.7609 19.8928 31.3684 -0.537
H 4.8463 24.6031 28.6551 0.264
H 3.4156 25.4857 29.3961 0.350
H 3.5484 25.1335 27.7114 0.339
H 1.2797 24.0893 27.8815 0.556
H 1.4080 24.4128 29.5823 0.436
H 0.9301 21.8470 28.3297 0.026
H -0.2385 22.6087 29.1910 0.424
H 2.2106 21.9335 30.7596 0.434
H 1.1412 19.8959 30.1259 -0.084
H -0.2915 20.4313 31.0876 0.451
H 1.5252 19.0617 32.3156 0.284
H 1.0399 20.5879 32.9706 0.429
H 4.0018 20.4361 30.4547 0.136
H 3.4299 18.9059 31.0449 0.226
H 4.7647 19.8468 31.7907 0.370
C 0.1986 10.7085 22.0309 -0.772
O 0.6990 10.9313 23.3047 -0.307
C -0.1371 11.5559 24.2177 -0.732
C 0.5324 12.1710 25.4630 -0.441
N 1.2068 13.4474 25.0125 -0.320
C 1.7632 14.1726 26.1515 -0.704
C 2.5745 15.4602 25.8276 1.068
O 3.8439 15.0480 25.4050 -0.454
C 4.7818 16.0684 25.2198 -0.643
H -0.6048 9.9719 22.0235 0.303
H 1.0265 10.2807 21.4655 0.260
H -0.0893 11.5671 21.4242 0.323
H -0.8996 10.8265 24.4910 0.425
H -0.6837 12.3797 23.7586 0.343
H 1.3009 11.5350 25.9022 0.358
H -0.2547 12.4284 26.1718 0.333
H 1.9586 13.2894 24.3569 0.270
H 2.3698 13.5373 26.7969 0.118
H 0.9088 14.3966 26.7901 0.388
H 2.6569 16.1255 26.6870 -0.245
H 2.0558 16.0838 25.0994 -0.289
H 5.7733 15.7563 24.8919 0.345
H 4.9078 16.6014 26.1623 0.231
H 4.4020 16.8178 24.5254 0.231
C -1.6874 13.3836 31.1377 -0.725
O -0.9970 12.5426 32.0362 0.105
C -1.8609 11.9219 32.9897 -0.821
C -1.0072 11.1478 34.0540 -0.570
N -0.1567 10.0636 33.4920 -0.301
C 0.8684 9.5210 34.4121 -0.151
C 1.3937 8.0996 34.1199 -0.849
O 2.0343 8.0650 32.9063 -0.190
C 1.8856 6.8114 32.1840 -0.822
H -0.8925 13.8898 30.5899 -0.052
H -2.1557 14.2146 31.6652 0.377
H -2.3554 12.8451 30.4655 0.297
H -2.4539 11.2575 32.3613 0.367
H -2.6292 12.5633 33.4214 0.448
H -1.7351 10.8547 34.8105 0.451
H -0.2871 11.8509 34.4724 0.215
H -0.7247 9.3433 33.0693 0.280
H 0.4759 9.3328 35.4114 0.329
H 1.7577 10.1514 34.4121 0.112
H 0.4728 7.5168 34.0971 0.448
H 2.0625 7.8405 34.9407 0.320
H 2.2462 5.8767 32.6134 0.315
H 2.4206 6.9081 31.2393 0.243
H 0.8348 6.6488 31.9440 0.345
C -2.9128 17.2973 31.5685 -0.396
O -4.2005 16.8489 31.2892 -0.386
C -4.4232 16.5731 29.8851 -0.049
C -5.8024 16.1428 29.5196 -1.063
N -6.8407 17.1302 29.5888 -0.385
C -8.1496 16.6011 29.2333 -0.523
C -9.2085 17.4293 29.8798 -0.699
O -8.9216 17.4485 31.3056 -0.307
C -9.5818 18.3967 32.1154 -0.731
H -2.1112 16.6107 31.2963 0.042
H -2.8179 17.5314 32.6289 0.268
H -2.7603 18.1802 30.9477 0.268
H -3.7528 15.8037 29.5019 0.331
H -4.1859 17.4774 29.3248 0.130
H -6.0047 15.3395 30.2280 0.423
H -5.8193 15.7193 28.5155 0.452
H -6.8737 17.3885 30.5647 0.288
H -8.2859 15.5991 29.6403 0.346
H -8.4103 16.6262 28.1753 0.334
H -10.2054 17.0302 29.6926 0.439
H -9.1742 18.4369 29.4654 0.371
H -9.1252 18.4221 33.1048 0.225
H -10.6411 18.1403 32.1071 0.279
H -9.4728 19.3851 31.6688 0.317
C -1.6450 19.3057 27.1768 -0.754
O -0.8935 19.5725 26.0152 -0.504
C -0.0405 18.3862 25.6642 0.063
C 0.7620 18.7327 24.2753 -0.358
N -0.0782 19.4847 23.3854 -0.492
C 0.5626 20.6047 22.6843 -0.820
C 0.7023 21.7960 23.7044 -0.139
O -0.5565 22.4083 23.8940 -0.410
C -0.5156 23.4608 24.8277 -0.452
H -2.3327 18.4723 27.0334 0.351
H -2.2588 20.1761 27.4087 0.375
H -0.8750 19.1490 27.9322 0.142
H -0.6532 17.4979 25.5104 0.752
H 0.6320 18.1408 26.4861 -0.190
H 1.1640 17.8398 23.7966 0.348
H 1.6721 19.3223 24.3856 -0.108
H -0.6498 19.8906 24.1125 0.380
H -0.1049 20.8552 21.8598 0.352
H 1.5636 20.3988 22.3051 0.371
H 1.3706 22.5812 23.3512 0.644
H 1.1177 21.4256 24.6416 -0.024
H 0.1643 24.2650 24.5463 0.373
H -0.1865 23.1203 25.8094 -0.193
H -1.4643 23.8415 25.2062 0.390
C 2.6986 14.4398 34.8548 -0.746
C 1.9337 14.8043 33.5494 0.531
O 2.6716 14.3622 32.4100 -0.496
O 3.3432 13.2056 34.8361 -0.435
H 2.0217 14.5604 35.7006 0.341
H 3.5391 15.1256 34.9613 0.364
H 1.9285 15.8825 33.3895 0.052
H 0.9797 14.2808 33.4877 -0.167
H 2.2932 14.7629 31.6240 0.158
H 3.5509 12.8608 35.7077 0.261
C 4.1883 20.5054 26.3505 -0.594
C 3.3704 19.2120 26.6816 1.492
O 3.6940 18.6609 27.9476 -0.570
O 3.8198 21.1119 25.1127 -0.486
H 5.2720 20.4000 26.4010 0.411
H 4.0415 21.2597 27.1235 0.046
H 3.4989 18.4459 25.9170 -0.351
H 2.3120 19.4715 26.6580 -0.563
H 2.8782 18.2599 28.2562 0.534
H 4.4279 21.8294 24.9202 0.290
C 1.8013 11.4886 31.1118 0.796
C 3.1280 11.4958 30.3156 -0.494
O 4.0026 12.5049 30.8072 -0.453
O 2.1113 11.5395 32.4929 -0.421
H 1.1275 10.6537 30.9194 0.481
H 1.1815 12.3462 30.8503 -0.756
H 2.9410 11.6922 29.2599 0.185
H 3.5354 10.4849 30.3314 0.300
H 4.5778 12.6401 30.0506 0.280
H 1.3024 11.2564 32.9255 -0.075
```

HOMO-LUMO gap (alpha / beta)	7.3820 / 2.1690	eV
highest occupied orbital energy (alpha / beta)	-7.80 / -7.80	eV
LUMO (alpha / beta)	-0.4 / -5.6	eV
2S+1	2
net charge	0
E	-99740.1733	eV